[1]
71
Properties=species:S:1:pos:R:3:forces:R:3:lowdin_charge:R:1 method="wB97M-V/def2-TZVPD" relative_energy_kcal_mol=0.0 e_lumo_ha="-0.2998 / -0.2975" homo_lumo_gap_ha="0.1931 / 0.1955" e_tot_ha=-4232.64086 largest_force_ha_per_bohr=0.105 charge=+2 spin_multiplicity=3
I -0.092029 -1.128319 -8.522187 0.000 0.566 -0.025 0.08
I -0.092240 1.572876 -8.450588 0.000 -0.571 -0.030 0.07
Tm -0.099167 0.479398 -1.852016 0.010 0.641 3.243 0.99
P -2.772035 0.270623 -2.448794 -1.873 -0.139 0.561 0.72
C -3.701553 0.188778 -4.012821 0.084 0.085 -0.130 -0.24
C -3.466338 -1.100931 -1.441411 0.282 -0.236 0.012 -0.25
H -4.563461 -1.021686 -1.345035 0.452 0.091 -0.172 0.08
H -4.528008 1.704364 -1.474243 0.423 -0.071 -0.106 0.08
H -3.024964 -1.108570 -0.435643 -0.098 0.087 -0.285 0.00
H -2.970252 1.897022 -0.612359 -0.182 -0.127 -0.261 -0.01
H -3.406575 -0.729600 -4.533094 -0.183 0.165 -0.024 0.06
H -3.204544 -2.055733 -1.915527 -0.182 0.158 0.084 0.06
C -3.433531 1.763013 -1.599401 0.276 0.293 -0.194 -0.25
H -4.802323 0.194277 -3.847946 0.798 0.002 0.025 0.08
H -3.185248 2.648749 -2.202823 -0.201 -0.145 0.138 0.06
H -3.412174 1.051329 -4.626976 -0.199 -0.215 0.004 0.06
P 2.564953 0.237189 -2.436042 1.869 -0.254 0.438 0.71
C 3.509209 0.175690 -3.992229 -0.120 0.117 -0.149 -0.24
C 3.216622 1.731992 -1.584870 -0.252 0.332 -0.100 -0.26
H 2.746144 -1.299089 -0.527380 0.113 0.146 -0.192 -0.01
H 4.316603 -1.155340 -1.362699 -0.388 0.144 -0.206 0.08
H 2.972917 -2.119690 -2.070432 0.182 0.251 0.074 0.06
C 3.225494 -1.206709 -1.508978 -0.372 -0.269 0.083 -0.25
H 2.742203 1.878633 -0.604913 0.143 -0.144 -0.196 0.00
H 4.310786 1.696216 -1.449910 -0.421 -0.108 -0.125 0.08
H 4.609366 0.180955 -3.817899 -0.827 0.002 0.012 0.09
H 3.219780 1.046215 -4.594029 0.232 -0.218 -0.049 0.06
H 2.964034 2.610261 -2.200468 0.194 -0.197 0.115 0.06
H 3.218561 -0.739569 -4.522436 0.195 0.207 -0.023 0.06
C -0.093692 0.181998 -4.118591 0.016 -0.708 -5.336 -0.16
O -0.092720 0.109978 -5.259158 -0.003 0.249 3.127 0.04
C -1.606569 3.000656 1.567954 -0.119 -0.130 0.017 -0.21
Si -1.592008 1.186251 2.118182 -0.434 0.272 0.748 0.33
C -1.317990 1.168172 4.001149 0.098 0.026 -0.299 -0.20
C -3.316505 0.444687 1.867256 0.075 0.021 -0.079 -0.21
Si 0.088678 -0.025893 0.968645 -0.021 -0.054 -0.725 0.26
Si 2.006096 0.620277 2.201820 0.832 0.272 0.737 0.35
C 1.952648 -0.109918 3.955711 -0.096 0.055 -0.299 -0.20
C 3.736766 0.115400 1.594553 -0.178 -0.154 -0.119 -0.21
C 2.018455 2.518792 2.245340 0.019 -0.202 -0.075 -0.21
Si -0.193703 -2.303412 1.459287 -0.006 -0.622 0.665 0.30
C -0.685496 -2.424998 3.282092 -0.017 -0.110 -0.242 -0.20
C -1.482081 -3.306352 0.511419 0.032 0.152 -0.173 -0.22
C 1.442864 -3.194768 1.158391 -0.106 0.029 -0.022 -0.21
H -2.406785 3.542503 2.091472 0.143 -0.117 -0.095 0.05
H -1.789019 3.114592 0.492545 0.078 0.094 0.116 0.00
H -0.662836 3.499663 1.803730 -0.105 -0.057 -0.063 0.02
H -2.167150 1.663506 4.486611 0.048 0.001 -0.156 0.05
H -1.258909 0.157308 4.413085 0.001 0.090 -0.101 0.02
H -0.413389 1.708401 4.294577 -0.118 -0.031 -0.028 0.02
H -3.348704 -0.619399 2.128018 0.044 0.106 -0.054 0.03
H -3.674813 0.557345 0.841763 -0.084 -0.072 0.143 -0.02
H -4.035704 0.954595 2.521553 0.169 -0.024 -0.094 0.05
H 2.057734 -1.200445 3.923435 0.012 0.159 -0.017 0.03
H 2.802513 0.275348 4.530354 -0.049 0.039 -0.142 0.05
H 1.043089 0.131551 4.504262 0.087 -0.068 -0.026 0.01
H 4.493728 0.453647 2.319024 -0.337 0.005 -0.100 0.06
H 3.991199 0.557895 0.631657 0.099 -0.056 0.049 -0.01
H 3.847672 -0.971598 1.512553 0.001 0.129 0.003 0.02
H 1.977164 2.945460 1.234066 -0.037 -0.016 0.157 0.02
H 1.180405 2.927310 2.813084 0.065 -0.012 -0.016 0.01
H 2.944739 2.877669 2.709227 -0.118 -0.091 -0.017 0.05
H -1.667470 -1.969902 3.462417 0.160 -0.088 -0.035 0.03
H -0.763264 -3.489469 3.536882 -0.008 0.127 0.019 0.05
H 0.036664 -1.967277 3.959458 -0.100 -0.045 -0.070 0.01
H -1.310924 -3.261410 -0.570714 -0.039 -0.092 0.033 0.01
H -1.411989 -4.364023 0.813051 0.010 0.343 -0.050 0.05
H -2.502890 -2.968811 0.705490 0.030 -0.082 0.035 0.02
H 1.664356 -3.257563 0.085559 -0.011 -0.052 0.148 0.02
H 2.291070 -2.718750 1.656997 -0.047 -0.051 -0.009 0.02
H 1.356531 -4.221332 1.538937 0.059 0.171 -0.075 0.05

---

[2]
69
Properties=species:S:1:pos:R:3:forces:R:3:lowdin_charge:R:1 method="wB97M-V/def2-TZVPD" relative_energy_kcal_mol=10.0 smiles=COC[C@H](C)N.COC[C@H](C)N.COC[C@H](C)N.CCO.CCO e_lumo_ha=0.0243 homo_lumo_gap_ha=0.3409 e_tot_ha=-1176.97507 largest_force_ha_per_bohr=0.039 spin_multiplicity=1
C 7.587165 -0.346186 2.995890 0.998 -0.109 0.068 -0.12
O 6.434031 0.029571 2.295608 0.159 0.163 0.407 -0.18
C 5.772989 1.121823 2.881121 -1.575 0.754 -1.003 -0.22
C 4.449702 1.308214 2.102495 -0.931 -0.894 0.775 -0.42
C 3.588978 2.451785 2.604390 0.698 0.556 0.327 -0.08
N 3.619142 0.060671 2.159247 1.189 0.697 -0.871 0.04
H 8.050424 -1.179504 2.468628 -0.151 -0.035 -0.034 0.09
H 7.437490 -0.647711 4.039350 -0.514 -0.039 -0.065 0.09
H 8.340793 0.451106 3.041294 -0.153 0.167 -0.187 0.09
H 5.512272 0.942801 3.927108 0.322 -0.007 0.229 0.13
H 6.272472 2.088285 2.735768 0.695 -0.253 0.396 0.13
H 4.722415 1.508159 1.063392 -0.141 -0.232 -0.067 0.14
H 4.149414 3.388929 2.506171 -0.264 0.054 -0.068 0.08
H 3.334877 2.368039 3.665551 0.060 -0.242 -0.004 0.08
H 2.654218 2.513403 2.054579 0.065 0.005 -0.177 0.06
H 4.295217 -0.614940 1.804896 -0.557 -0.544 0.247 0.06
H 3.434513 -0.163306 3.132189 0.089 -0.039 0.023 0.07
C -1.682954 -4.300079 1.482913 -0.232 -1.201 0.158 -0.12
O -2.764124 -3.401110 1.500200 0.616 0.191 -0.203 -0.19
C -2.645722 -2.408588 0.485735 -0.176 0.168 0.996 -0.20
C -3.372887 -1.147551 0.994353 0.605 0.477 -1.547 -0.40
C -4.658995 -1.433123 1.711848 -1.043 -1.080 0.246 -0.06
N -3.576895 -0.318619 -0.227770 -0.858 -0.350 0.175 0.03
H -1.943794 -5.166977 2.099428 -0.143 0.257 0.135 0.09
H -0.748364 -3.907180 1.891404 -0.029 0.378 -0.223 0.09
H -1.524101 -4.738541 0.490169 0.166 0.346 -0.131 0.09
H -1.601663 -2.151059 0.283325 0.089 -0.063 0.113 0.11
H -3.049223 -2.801058 -0.454754 -0.319 0.150 -0.021 0.13
H -2.665884 -0.556523 1.582176 -0.139 -0.261 0.422 0.14
H -5.363460 -0.599585 1.715348 0.407 0.325 0.334 0.08
H -4.522635 -1.867720 2.703644 0.159 0.479 0.130 0.08
H -5.246716 -2.227579 1.227683 0.345 0.053 -0.389 0.09
H -4.104308 0.526182 0.013840 0.338 -0.014 0.055 0.05
H -4.250063 -0.853738 -0.779771 0.254 0.163 -0.297 0.09
C -0.435736 -3.570299 -3.250924 0.360 -0.942 0.030 -0.12
O 0.769014 -2.910863 -2.960020 0.248 0.073 0.137 -0.18
C 0.575640 -1.547018 -2.644931 0.074 0.248 0.255 -0.21
C 0.364717 -0.640316 -3.851057 -0.839 0.306 -0.012 -0.45
C 1.117398 -0.946411 -5.132207 -0.026 -0.324 -0.469 -0.06
N 0.577894 0.769262 -3.484189 -0.098 0.307 -0.042 0.04
H -0.851840 -3.246591 -4.207435 -0.414 0.217 0.225 0.09
H -1.115245 -3.539352 -2.394191 -0.385 0.555 -0.202 0.08
H -0.234082 -4.642481 -3.350146 0.337 0.149 -0.154 0.09
H -0.308270 -1.446933 -2.004164 -0.116 0.029 0.037 0.11
H 1.397452 -1.187555 -2.022780 0.395 -0.250 -0.271 0.12
H -0.703569 -0.765741 -4.092173 0.031 -0.117 -0.174 0.13
H 0.909718 -1.953526 -5.505093 0.068 -0.065 0.256 0.07
H 2.198245 -0.813047 -5.096333 -0.003 0.023 0.349 0.08
H 0.745394 -0.288480 -5.923001 0.040 0.164 0.126 0.07
H 0.222900 1.013264 -2.558647 -0.006 -0.604 -0.075 0.03
H -0.061933 1.296071 -4.073406 0.334 0.187 -0.126 0.07
C 0.279464 0.792940 0.364567 -1.049 0.462 -0.457 -0.07
C -0.824056 1.769647 -0.125856 0.173 -1.024 0.514 -0.32
O -1.489121 1.265629 -1.264307 -0.254 -0.015 -0.337 -0.14
H 1.039427 0.541082 -0.370224 0.153 0.343 -0.066 0.06
H -0.285639 -0.126365 0.536423 0.312 -0.165 0.406 0.06
H 0.720817 1.175875 1.282330 0.163 -0.263 0.052 0.06
H -0.474954 2.777819 -0.347410 0.156 -0.022 -0.052 0.10
H -1.528238 1.813481 0.714737 -0.088 0.400 -0.035 0.10
H -2.180593 0.602198 -1.002568 0.412 0.346 0.088 0.04
C -3.443954 4.629464 0.301954 -0.269 1.086 0.490 -0.08
C -4.356564 3.719182 -0.497961 0.323 -0.804 0.526 -0.27
O -4.620323 2.516866 0.264974 -0.231 0.270 -0.094 -0.12
H -3.750737 4.823706 1.339064 -0.414 -0.661 -0.047 0.07
H -3.445685 5.669329 -0.046534 0.331 -0.296 -0.627 0.08
H -2.435836 4.235015 0.377482 0.107 0.010 -0.273 0.06
H -3.844290 3.348596 -1.384698 0.018 0.168 -0.061 0.11
H -5.308011 4.152457 -0.809720 0.077 0.288 0.112 0.11
H -5.153725 2.784808 1.020997 0.052 -0.101 0.025 0.08